# 1
{
  "formula": "C23H24BrF17NO13P",
  "method": "ωB97M-V with the def2-TZVPD basis set",
  "gap_ha": 0.2736,
  "smiles": "NC[PH2](CCC(F)(F)C(F)(F)C(F)(F)C(F)(F)C(F)(F)C(F)(F)F)CC(=O)Br.O=C1OC[C@@H](F)O1.O=C1OC[C@@H](F)O1.O=C1OC[C@@H](F)O1.O=C1OC[C@@H](F)O1",
  "spin_multiplicity": 1,
  "charge": 0,
  "e_lumo_ev": -0.2,
  "largest_force_ev_per_a": 4.2,
  "homo_energy_ev": -7.61,
  "elements": ["N", "C", "P", "C", "C", "C", "F", "F", "C", "F", "F", "C", "F", "F", "C", "F", "F", "C", "F", "F", "C", "F", "F", "F", "C", "C", "O", "Br", "H", "H", "H", "H", "H", "H", "H", "H", "H", "H", "H", "H", "O", "C", "O", "C", "C", "F", "O", "H", "H", "H", "O", "C", "O", "C", "C", "F", "O", "H", "H", "H", "O", "C", "O", "C", "C", "F", "O", "H", "H", "H", "O", "C", "O", "C", "C", "F", "O", "H", "H", "H"],
  "coordinates": [[-4.1371, -1.7607, -0.9412], [-2.7059, -2.0682, -1.2618], [-1.7849, -0.4309, -1.7575], [-0.1968, -1.4259, -1.9599], [1.0724, -0.9567, -1.1146], [0.9507, -1.2820, 0.4637], [-0.3129, -0.9715, 1.0040], [1.0600, -2.7152, 0.5346], [2.1925, -0.7293, 1.3209], [2.7932, -1.7258, 2.1403], [3.2086, -0.4517, 0.3489], [1.9412, 0.6543, 2.0714], [1.0507, 1.4792, 1.3290], [3.1869, 1.3607, 1.9730], [1.6355, 0.5964, 3.6236], [2.7933, 0.1210, 4.3046], [1.5181, 1.9465, 4.0631], [0.4201, -0.2763, 4.1290], [0.4019, -1.6109, 3.6814], [0.5892, -0.3862, 5.5428], [-1.0520, 0.3173, 3.9215], [-1.1393, 1.4867, 3.1832], [-1.8737, -0.7205, 3.4210], [-1.6110, 0.6159, 5.1901], [-1.0141, 1.2482, -2.2279], [-0.6081, 1.4179, -3.7495], [0.0086, 0.6188, -4.4548], [-1.1116, 3.1590, -4.6281], [-4.1625, -1.1124, -0.1373], [-4.5166, -1.2450, -1.7522], [-2.2223, -2.5710, -0.3449], [-2.6568, -2.7265, -2.1984], [-2.2259, 0.0915, -0.4746], [-2.7414, -0.3072, -2.8293], [0.1613, -1.5624, -3.0449], [-0.4294, -2.4972, -1.6076], [1.4288, 0.1046, -1.3161], [1.9414, -1.6287, -1.4605], [-0.1532, 1.5968, -1.5439], [-1.8400, 2.0330, -2.0412], [4.6069, -6.6069, 5.3885], [5.0296, -5.6671, 4.7880], [5.4809, -4.5228, 5.3762], [6.0170, -3.7140, 4.3379], [5.3047, -4.2334, 3.1290], [6.0857, -4.1387, 2.0251], [5.1140, -5.6007, 3.4288], [7.0993, -3.8610, 4.2845], [5.8151, -2.6574, 4.5190], [4.3368, -3.7605, 2.9395], [7.2339, 4.5468, 5.0084], [6.8102, 3.9681, 4.0552], [6.4357, 2.6576, 4.0597], [5.8684, 2.3913, 2.7835], [6.4886, 3.4517, 1.9296], [5.6479, 3.8322, 0.9372], [6.6474, 4.5333, 2.8251], [4.7826, 2.4815, 2.8442], [6.1183, 1.3847, 2.4454], [7.4598, 3.1789, 1.5069], [-3.0612, -1.0016, -5.1864], [-3.5415, -0.2538, -5.9839], [-4.3243, -0.6483, -7.0267], [-4.7998, 0.5364, -7.6510], [-3.7723, 1.5455, -7.2450], [-4.3229, 2.7771, -7.1170], [-3.3683, 1.0976, -5.9672], [-5.7966, 0.7736, -7.2691], [-4.8588, 0.4134, -8.7331], [-2.9039, 1.5957, -7.9081], [-4.7982, 0.4439, -2.2588], [-5.6498, 1.0670, -1.6938], [-5.6286, 1.3528, -0.3636], [-6.7333, 2.2126, -0.1128], [-7.6509, 1.8917, -1.2500], [-8.3733, 2.9771, -1.6146], [-6.7598, 1.5690, -2.2998], [-6.3947, 3.2521, -0.1251], [-7.1829, 2.0017, 0.8581], [-8.3205, 1.0473, -1.0639]],
  "mulliken_charge": [-0.658, -1.097, 1.628, -1.134, -0.980, 0.795, -0.195, -0.363, 0.304, -0.178, -0.315, 0.592, -0.222, -0.275, 0.578, -0.279, -0.304, 0.456, -0.215, -0.309, 0.699, -0.204, -0.212, -0.264, -0.900, 0.439, -0.475, -0.251, 0.268, 0.398, 0.405, 0.341, -0.353, -0.367, 0.426, 0.676, 0.370, 0.494, 0.359, 0.511, -0.502, 0.619, -0.322, -0.411, 0.645, -0.293, -0.328, 0.291, 0.247, 0.048, -0.513, 0.595, -0.323, -0.039, 0.312, -0.278, -0.306, -0.013, 0.294, 0.286, -0.476, 0.566, -0.338, -0.472, 0.288, -0.277, -0.140, 0.292, 0.265, 0.289, -0.533, 0.510, -0.275, -0.446, 0.280, -0.292, -0.286, 0.299, 0.253, 0.296]
}

# 2
{
  "formula": "C23H24ClN3O2S",
  "method": "ωB97M-V with the def2-TZVPD basis set",
  "relative_energy_kj_mol": 150.4,
  "gap_ha": 0.3112,
  "smiles": "COc1ccc(CCN(Cc2ccccn2)C(=S)Nc2ccccc2Cl)cc1OC",
  "spin_multiplicity": 1,
  "charge": 0,
  "e_lumo_ev": 0.6,
  "largest_force_ev_per_a": 1.0,
  "homo_energy_ev": -7.85,
  "elements": ["C", "O", "C", "C", "C", "C", "C", "C", "N", "C", "C", "C", "C", "C", "C", "N", "C", "S", "N", "C", "C", "C", "C", "C", "C", "Cl", "C", "C", "O", "C", "H", "H", "H", "H", "H", "H", "H", "H", "H", "H", "H", "H", "H", "H", "H", "H", "H", "H", "H", "H", "H", "H", "H", "H"],
  "coordinates": [[4.2761, 0.7220, 3.2066], [3.5397, 1.0237, 2.0501], [2.8693, 0.0085, 1.4292], [2.7791, -1.2905, 1.8945], [2.0541, -2.2441, 1.1936], [1.4244, -1.9202, 0.0085], [0.6317, -2.9360, -0.7595], [-0.8525, -2.9415, -0.3570], [-1.4695, -1.6282, -0.4184], [-2.1301, -1.1908, 0.8007], [-1.1604, -0.7981, 1.8910], [-0.5876, 0.4658, 1.9652], [0.2551, 0.7532, 3.0259], [0.4996, -0.2311, 3.9691], [-0.0997, -1.4679, 3.7927], [-0.9095, -1.7434, 2.7876], [-1.6324, -1.0097, -1.6111], [-1.3695, -1.8046, -3.0388], [-1.9737, 0.3148, -1.5428], [-2.4034, 1.2003, -2.5158], [-2.9099, 0.8265, -3.7594], [-3.3402, 1.7793, -4.6628], [-3.2888, 3.1267, -4.3518], [-2.8110, 3.5222, -3.1139], [-2.3792, 2.5691, -2.2146], [-1.8028, 3.1009, -0.6543], [1.5211, -0.6152, -0.4704], [2.2247, 0.3527, 0.2215], [2.3549, 1.6530, -0.1669], [1.8079, 2.0345, -1.4042], [3.6301, 0.3730, 4.0198], [4.7538, 1.6547, 3.5030], [5.0461, -0.0318, 3.0106], [3.2694, -1.5782, 2.8108], [1.9920, -3.2498, 1.5812], [1.0216, -3.9372, -0.5726], [0.7092, -2.7319, -1.8275], [-1.3918, -3.6286, -1.0195], [-0.9387, -3.2843, 0.6741], [-2.8155, -0.3690, 0.5847], [-2.7230, -2.0322, 1.1787], [-0.8014, 1.2233, 1.2271], [0.7094, 1.7290, 3.1110], [1.1350, -0.0443, 4.8209], [0.0639, -2.2778, 4.4916], [-1.7666, 0.7782, -0.6641], [-2.9563, -0.2182, -4.0142], [-3.7227, 1.4599, -5.6197], [-3.6219, 3.8693, -5.0594], [-2.7734, 4.5669, -2.8457], [1.0454, -0.3744, -1.4079], [2.0638, 3.0859, -1.5267], [2.2357, 1.4592, -2.2316], [0.7185, 1.9266, -1.4190]],
  "mulliken_charge": [-0.838, -0.411, 0.761, -0.372, -1.002, -0.188, -1.341, -1.353, 0.328, -1.808, 1.083, 0.082, -0.425, -0.456, -0.509, -0.459, 0.166, -0.366, 0.480, 0.303, -0.621, -0.889, -0.448, -0.616, 0.895, -0.237, 0.173, 0.617, -0.458, -0.770, 0.237, 0.256, 0.368, 0.432, 0.411, 0.573, 0.369, 0.455, 0.576, 0.705, 0.424, 0.010, 0.404, 0.487, 0.389, -0.367, 0.358, 0.389, 0.385, 0.415, 0.523, 0.263, 0.385, 0.233]
}